# C22H34FN2O7P2

The ion C22H34FN2O7P2 with charge +1 in a non-equilibrium geometry (wB97M-V/def2-TZVPD, the OMol25 dataset).

Each line ends with the natural charge from an NBO analysis.
Element x y z (Å)
C1 1.979 2.386 3.350  -0.43
C2 1.958 0.901 3.255  -0.21
C3 1.075 0.037 2.129  -0.53
C4 1.227 0.649 0.600  0.07
C5 2.676 0.600 -0.135  0.24
C6 3.981 -0.084 0.586  -0.48
C7 3.889 -1.704 0.807  -0.42
C8 3.297 -2.554 -0.461  -0.42
C9 2.564 -3.950 0.098  -0.41
C10 1.191 -3.510 0.880  -0.46
C11 0.022 -4.658 0.931  -0.08
O1 -0.600 -4.813 2.270  -0.54
C12 -1.431 -3.650 2.620  0.77
O2 -0.865 -2.539 3.166  -0.61
C13 -3.093 -3.592 2.449  -0.36
C14 -3.832 -2.601 3.327  -0.29
N1 2.816 1.188 -1.483  -0.16
N2 1.716 1.712 -2.080  -0.18
C15 2.038 2.269 -3.490  0.34
C16 1.931 3.938 -3.528  -0.69
F1 1.243 1.612 -4.564  -0.36
C17 0.292 1.880 -1.665  -0.04
P1 -1.166 2.631 -2.642  0.21
P2 -2.006 0.911 -3.774  1.95
O3 -3.495 0.620 -3.308  -1.03
O4 -0.986 -0.492 -3.503  -0.98
O5 -1.956 1.266 -5.490  -0.94
C18 -0.095 1.294 -0.145  0.07
C19 -1.614 1.358 0.470  -0.53
C20 -2.011 2.772 1.198  -0.09
O6 -3.213 3.434 0.666  -0.55
C21 -4.399 2.564 0.711  0.79
C22 -5.355 2.564 -0.658  -0.73
O7 -4.739 1.763 1.724  -0.57
H1 2.057 2.884 4.425  0.24
H2 1.985 3.078 2.378  0.21
H3 2.646 0.286 4.003  0.24
H4 1.403 -1.080 2.235  0.28
H5 -0.046 0.086 2.539  0.27
H6 4.936 0.123 -0.093  0.26
H7 4.235 0.430 1.630  0.27
H8 3.337 -1.998 1.824  0.22
H9 5.011 -2.081 0.964  0.24
H10 2.477 -2.009 -1.094  0.20
H11 4.174 -2.827 -1.200  0.23
H12 3.293 -4.626 0.718  0.23
H13 2.213 -4.512 -0.894  0.21
H14 1.505 -3.299 2.012  0.23
H15 0.710 -2.509 0.495  0.20
H16 -0.830 -4.480 0.113  0.19
H17 0.510 -5.706 0.674  0.22
H18 -3.694 -4.289 1.719  0.25
H19 -4.997 -2.719 3.532  0.24
H20 -3.281 -1.680 3.800  0.24
H21 3.176 2.061 -3.788  0.25
H22 0.897 4.193 -4.030  0.26
H23 2.053 4.409 -2.462  0.24
H24 2.758 4.382 -4.261  0.26
H25 -2.150 3.113 -1.696  0.10
H26 -1.543 -1.231 -3.114  0.53
H27 -1.667 0.446 -6.013  0.53
H28 -1.782 0.506 1.290  0.28
H29 -2.345 1.054 -0.423  0.28
H30 -2.230 2.552 2.345  0.24
H31 -1.127 3.553 1.165  0.22
H32 -5.974 3.553 -0.771  0.26
H33 -6.081 1.641 -0.706  0.27
H34 -4.666 2.497 -1.627  0.24

Values from the calculation:
Total charge ... +1
SMILES ... C=CCc1c(CCCCCCOC(=O)C=C)n[n+]([C@H](C)F)c(PP(=O)(O)O)c1CCOC(C)=O
Molecular weight ... 519.5 g mol⁻¹
DFT total energy ... -2276.5767 Ha
Gap between HOMO and LUMO ... 0.248 hartree
LUMO level ... -4.965 eV
HOMO level ... -11.7170 eV